(1)
Below is a structure of composition C19H29Br33O2P at a distorted geometry, with properties calculated with ωB97M-V/def2-TZVPD.

For the gap between HOMO and LUMO, the calculation gives 0.306 Eh. The calculation puts the highest occupied orbital energy at -11.3033 eV. Its charge is +1.

Element x y z (Å)
Br1 -1.75075 2.84737 11.15476
Br2 0.95035 1.39120 12.01623
Br3 -1.09243 0.96067 -5.66893
Br4 0.71798 0.36548 7.77244
Br5 1.64304 8.61406 3.26863
Br6 -2.04464 -1.22983 7.86708
Br7 -4.14766 -4.67406 -12.33335
Br8 5.91355 -5.07117 -0.83211
Br9 -1.01116 -5.22567 -12.38783
Br10 1.25922 -3.82903 -10.01802
Br11 -2.00374 3.63898 -7.15399
Br12 7.36388 -2.26844 -0.39139
Br13 1.27866 -2.15210 -4.32883
Br14 -5.78717 0.02856 -4.05517
Br15 1.42745 8.06362 -2.77141
Br16 -1.81122 -0.19369 12.10840
Br17 1.09264 1.45180 -2.50355
Br18 -7.13006 2.17781 -2.11951
Br19 4.57083 -2.85718 1.02084
Br20 1.32157 5.47139 3.69234
Br21 0.52372 6.69227 -0.04081
Br22 3.22932 -3.53725 -7.52866
Br23 -2.38461 -4.02602 -9.76104
Br24 -3.47157 0.88224 -7.78597
Br25 0.90984 -4.18236 -1.89647
Br26 -0.32239 4.10695 -3.58499
Br27 -1.24900 2.81153 -0.82698
Br28 -4.35263 2.81855 -3.53662
Br29 2.93787 5.47265 -1.69349
Br30 0.89894 -1.39568 -8.01359
Br31 0.89268 -5.26754 -4.88758
Br32 -1.98511 1.80469 6.91846
Br33 -1.25229 7.34247 3.66176
P1 1.82401 -2.16254 2.31374
O1 0.49026 -0.68041 -1.05146
O2 2.97925 -1.91961 3.37353
C1 -0.63178 -0.93323 0.02990
C2 1.99424 7.08404 -1.21899
C3 -0.15898 -3.65973 3.49747
C4 -6.04085 1.89871 -3.67852
C5 -2.55689 1.93150 -6.45746
C6 0.61642 7.21720 4.10304
C7 0.06744 -1.17502 4.26591
C8 -1.83469 0.20372 3.25848
C9 1.83550 -0.98421 0.94469
C10 0.22090 3.10604 -2.03960
C11 -0.94860 1.51732 12.29596
C12 5.68987 -3.19036 -0.53321
C13 2.15169 -2.60982 -8.83280
C14 0.21329 -2.20710 3.10954
C15 -2.60343 -5.16544 -11.29863
C16 0.85048 -1.53503 -0.10549
C17 1.59015 -3.93672 -3.69793
C18 -1.18431 0.48270 8.05346
C19 -0.37306 0.18555 3.67616
H1 -2.49432 0.01285 4.10858
H2 -1.38838 -0.61990 -0.70394
H3 -1.00042 -2.01681 -0.03541
H4 -2.06563 -0.54210 2.49122
H5 2.68721 7.71242 -0.67783
H6 0.91499 -2.59943 -0.38415
H7 -2.11649 1.16808 2.83267
H8 0.67097 -4.24204 3.89929
H9 -6.56782 2.32600 -4.51970
H10 1.00181 -1.08608 4.81967
H11 2.82766 -2.01419 -9.42913
H12 -0.50035 -1.90224 2.33817
H13 -1.01787 -3.64582 4.16440
H14 -2.77175 -6.16685 -10.93038
H15 2.06123 -3.41951 1.75183
H16 1.45578 -0.00402 1.22100
H17 3.57632 -1.20019 3.12182
H18 2.78639 -0.96245 0.41597
H19 0.30657 0.45248 2.86251
H20 -1.33419 0.80449 9.07624
H21 -3.25839 2.12704 -5.65693
H22 -1.09959 1.84118 13.31576
H23 -0.25108 0.96204 4.43700
H24 0.94836 3.70870 -1.51613
H25 -0.74711 -1.51153 4.90898
H26 2.66096 -4.07533 -3.64892
H27 0.70478 7.35264 5.17110
H28 5.16704 -2.78584 -1.38863
H29 -0.48266 -4.17343 2.58652

(2)
Below is the ion C3H10NSi with charge +1 at a distorted geometry, with properties calculated with ωB97M-V/def2-TZVPD.

For the gap between HOMO and LUMO, the calculation gives 0.364 Eh. The calculation puts the highest occupied orbital energy at -13.6662 eV. Its charge is +1. The energy above the lowest of the compared OMol25 structures with the same formula, charge and spin is 1.128 eV. Its SMILES is C=C[C@@H]([NH3+])[SiH3].

Element x y z (Å)
Si1 -1.82840 -0.80227 0.04686
N1 -0.14584 1.77997 -0.08916
C1 1.86754 -1.42463 0.09774
C2 0.03242 0.25004 0.39088
C3 1.20678 -0.35359 -0.30328
H1 -2.85092 -0.38566 1.02864
H2 0.21171 0.19741 1.51842
H3 -1.05123 1.93923 -0.60871
H4 -2.33696 -0.04589 -1.24699
H5 0.57575 2.15855 -0.69630
H6 1.45950 0.07093 -1.33655
H7 2.74178 -1.69773 -0.44663
H8 -0.16043 2.53907 0.69397
H9 -1.57447 -2.29503 -0.17584
H10 1.85277 -1.93038 1.12694

(3)
Below is a cluster of 13 separate species, H26O13 in total at a distorted geometry, with properties calculated with ωB97M-V/def2-TZVPD.

For the gap between HOMO and LUMO, the calculation gives 0.367 Eh. The calculation puts the highest occupied orbital energy at -10.0006 eV. The energy above the lowest of the compared OMol25 structures with the same formula, charge and spin is 4.259 eV.

Element x y z (Å)
O1 -2.21859 3.99573 -0.80434
O2 -0.72824 -2.73845 -1.23919
O3 -2.94209 -2.99709 -0.26768
O4 0.94765 -0.81826 0.07869
O5 1.39169 -1.59602 -2.55884
O6 3.90498 -0.19664 0.43276
O7 0.07199 4.25939 1.45463
O8 1.56772 2.30326 -0.14887
O9 4.73096 0.99053 -1.63135
O10 -3.86215 0.43749 1.80188
O11 3.38701 -2.62455 3.17208
O12 -4.74181 -0.36344 -1.03861
O13 -1.73058 -1.40984 1.43677
H1 5.36612 1.69480 -1.45939
H2 -4.47586 1.17721 1.73001
H3 -0.71951 4.75620 1.21862
H4 -1.37248 -0.90720 0.69642
H5 -3.87930 -3.14108 -0.44056
H6 -1.15503 -3.22954 -1.95030
H7 1.63897 -0.85548 -1.99365
H8 3.52226 -2.82295 4.10553
H9 1.30446 -1.20355 -3.43483
H10 -0.10578 -2.16017 -1.69428
H11 -3.15665 3.94061 -0.58988
H12 0.09022 -0.37873 0.10347
H13 0.19142 3.64607 0.72076
H14 -1.79819 3.40206 -0.17203
H15 -3.98432 0.11812 2.70302
H16 -4.03362 -0.87292 -0.62887
H17 3.92804 -0.74584 -0.35898
H18 -4.37773 -0.09927 -1.89105
H19 2.43010 -2.54933 3.08457
H20 1.51916 -0.19179 -0.37948
H21 1.69462 3.08661 0.39817
H22 -0.97591 -1.90979 1.76768
H23 5.11801 0.21678 -1.20651
H24 -2.67725 -2.35213 -0.93317
H25 1.48263 2.65290 -1.04301
H26 4.64710 -0.51368 0.95977

Question: The highest highest occupied orbital energy belongs to which entry?
Answer: H26O13